1.
9
Properties=species:S:1:pos:R:3:forces:R:3:lowdin_charge:R:1 method="wB97M-V/def2-TZVPD" energy_ha=-246.3382 smiles="NC=O.O" lumo_energy_ev=0.58 e_homo_ha=-0.35969 relative_energy_kcal_mol=11.7
N 0.000000 0.000000 0.000000 -0.6 0.2 -0.4 0.092
C 1.298603 0.336502 0.204768 1.4 -1.8 1.4 -0.395
O 2.045619 -0.449949 0.825087 -1.2 1.9 -1.4 -0.040
H -0.277120 -0.934096 0.311773 0.1 0.7 -0.2 0.112
H -0.690473 0.622557 -0.426848 0.7 -0.5 0.3 0.100
H 1.642403 1.313727 -0.212991 -0.3 -0.6 0.3 0.118
O 2.578974 1.859924 -2.652651 -0.8 0.3 -0.9 -0.088
H 1.902227 1.309877 -3.108403 0.8 0.6 0.4 0.049
H 2.585161 2.708608 -3.150599 0.0 -0.9 0.5 0.051

2.
10
Properties=species:S:1:pos:R:3:forces:R:3:lowdin_charge:R:1 method="wB97M-V/def2-TZVPD" energy_ha=-587.6522 total_charge=-1 lumo_energy_ev=4.55 e_homo_ha=-0.10206 relative_energy_kcal_mol=106.7
C 1.670394 -0.647734 -0.001600 -1.9 0.5 2.1 -0.343
N -1.200502 0.865580 1.716498 -2.0 -1.8 0.0 -0.181
O 1.485832 1.994328 0.457324 0.4 1.2 1.3 -0.604
O -1.324353 0.806156 0.331810 2.3 -0.1 -0.9 -0.515
P 0.832980 1.062656 -0.480409 -1.0 -1.5 -1.1 0.673
H 1.497463 -1.364880 -0.757122 -0.2 -0.9 -1.1 -0.047
H 0.891249 -0.928095 0.820378 1.6 0.1 -0.9 0.013
H 2.722064 -0.738536 0.360747 -0.9 0.6 -0.1 0.012
H -0.619953 0.109862 2.033062 0.3 -0.8 0.1 0.008
H -0.694085 1.644248 1.965859 1.5 2.6 0.5 -0.017

What did the second record say?
10
Properties=species:S:1:pos:R:3:forces:R:3:lowdin_charge:R:1 method="wB97M-V/def2-TZVPD" energy_ha=-587.6522 total_charge=-1 lumo_energy_ev=4.55 e_homo_ha=-0.10206 relative_energy_kcal_mol=106.7
C 1.670394 -0.647734 -0.001600 -1.9 0.5 2.1 -0.343
N -1.200502 0.865580 1.716498 -2.0 -1.8 0.0 -0.181
O 1.485832 1.994328 0.457324 0.4 1.2 1.3 -0.604
O -1.324353 0.806156 0.331810 2.3 -0.1 -0.9 -0.515
P 0.832980 1.062656 -0.480409 -1.0 -1.5 -1.1 0.673
H 1.497463 -1.364880 -0.757122 -0.2 -0.9 -1.1 -0.047
H 0.891249 -0.928095 0.820378 1.6 0.1 -0.9 0.013
H 2.722064 -0.738536 0.360747 -0.9 0.6 -0.1 0.012
H -0.619953 0.109862 2.033062 0.3 -0.8 0.1 0.008
H -0.694085 1.644248 1.965859 1.5 2.6 0.5 -0.017